No. 1
Entry from OMol25: one molecule with the formula C6H12O5 (wB97M-V/def2-TZVPD).

Positions of all 23 atoms, in Å:
C  -3.19  -0.09  0.76
O  -1.80  -0.05  0.48
C  -1.54  0.10  -0.88
C  -0.05  0.06  -1.09
O  0.45  -1.22  -0.76
C  1.44  -1.23  0.22
O  2.73  -1.15  -0.31
C  1.27  0.14  0.88
O  2.46  0.70  1.43
C  0.68  1.04  -0.21
O  1.68  1.74  -0.94
H  -3.68  -0.93  0.27
H  -3.65  0.87  0.47
H  -3.28  -0.21  1.85
H  -1.98  1.03  -1.26
H  -2.02  -0.72  -1.44
H  0.12  0.27  -2.16
H  1.29  -2.10  0.87
H  3.03  -1.92  -0.79
H  0.53  0.08  1.66
H  3.12  0.06  1.15
H  -0.06  1.75  0.19
H  2.45  1.78  -0.38

Summary:
relative energy (zero: lowest compared OMol25 entry of this formula, charge and spin)	16.49	kcal/mol
SMILES string	COC[C@@H]1O[C@@H](O)[C@@H](O)[C@H]1O
gap between HOMO and LUMO	10.6	eV
HOMO level	-9.95	eV

No. 2
Entry from OMol25: C41H34AuBrN5OS3 as an isolated structure (wB97M-V/def2-TZVPD).

Positions of all 86 atoms, in Å:
Au  0.01  -2.40  -1.76
N  0.24  -0.58  -2.39
S  1.10  0.56  -1.83
N  0.33  1.62  -0.92
S  0.13  1.43  0.62
N  -0.24  0.01  1.14
S  -1.49  -0.88  0.64
N  -1.27  -2.05  -0.31
C  -2.06  -1.62  2.14
C  -1.63  -1.15  3.37
C  -2.16  -1.73  4.51
C  -3.10  -2.75  4.41
C  -3.52  -3.20  3.16
C  -3.00  -2.64  2.01
C  -2.79  0.18  0.12
C  -2.97  0.36  -1.25
C  -4.00  1.18  -1.68
C  -4.83  1.79  -0.75
C  -4.64  1.60  0.62
C  -3.62  0.79  1.07
C  -1.03  2.69  1.03
C  -1.25  2.90  2.39
C  -2.14  3.88  2.76
C  -2.79  4.63  1.79
C  -2.56  4.41  0.44
C  -1.67  3.42  0.04
C  1.58  1.82  1.54
C  2.14  0.93  2.44
C  3.27  1.34  3.14
C  3.80  2.60  2.94
C  3.22  3.48  2.03
C  2.09  3.10  1.32
C  2.63  0.14  -1.02
C  2.74  -1.02  -0.27
C  3.94  -1.31  0.35
C  5.01  -0.43  0.24
C  4.88  0.75  -0.49
C  3.68  1.04  -1.13
C  1.53  1.51  -3.24
C  1.31  2.88  -3.26
C  1.69  3.58  -4.39
C  2.28  2.92  -5.46
C  2.50  1.55  -5.41
C  2.13  0.83  -4.29
H  -0.90  -0.36  3.44
H  -1.83  -1.39  5.49
H  -3.51  -3.19  5.31
H  -4.25  -3.99  3.09
H  -3.32  -2.97  1.03
H  -2.33  -0.15  -1.95
H  -4.17  1.32  -2.74
H  -5.65  2.41  -1.09
H  -5.31  2.07  1.33
H  -3.48  0.61  2.12
H  -0.72  2.32  3.14
H  -2.33  4.07  3.81
H  -3.48  5.41  2.09
H  -3.07  5.00  -0.31
H  -1.48  3.22  -1.01
H  1.72  -0.05  2.59
H  3.72  0.66  3.85
H  4.67  2.92  3.50
H  3.63  4.47  1.88
H  1.62  3.78  0.63
H  1.90  -1.70  -0.15
H  4.05  -2.22  0.93
H  5.95  -0.66  0.73
H  5.71  1.43  -0.58
H  3.59  1.94  -1.72
H  0.85  3.39  -2.42
H  1.52  4.65  -4.44
H  2.58  3.48  -6.34
H  2.97  1.04  -6.24
H  2.29  -0.24  -4.24
O  -0.07  -8.56  -1.52
C  -0.03  -7.24  -1.48
C  0.64  -6.49  -0.50
C  0.60  -5.13  -0.58
N  -0.04  -4.47  -1.57
C  -0.69  -5.19  -2.50
Br  -1.58  -4.23  -3.85
C  -0.71  -6.56  -2.50
H  0.42  -8.97  -0.79
H  1.18  -6.97  0.30
H  1.10  -4.51  0.16
H  -1.23  -7.12  -3.27

Summary:
charge	+3
relative energy (zero: lowest compared OMol25 entry of this formula, charge and spin)	16.36	kcal/mol
gap between HOMO and LUMO	6.3	eV
HOMO level	-16.67	eV

No. 3
Entry from OMol25: one molecule with the formula C5H7FO2 (wB97M-V/def2-TZVPD).

Positions of all 15 atoms, in Å:
O  0.52  1.59  0.08
C  1.10  0.56  0.00
C  2.62  0.34  0.05
F  2.81  -1.03  -0.04
O  0.55  -0.73  -0.09
C  -0.86  -0.88  -0.18
C  -1.73  0.27  -0.63
C  -1.88  -0.32  0.74
H  3.16  0.98  -0.77
H  2.90  0.52  1.13
H  -1.12  -1.97  -0.56
H  -1.25  1.19  -0.89
H  -2.58  0.08  -1.22
H  -1.56  0.50  1.49
H  -2.69  -1.09  0.90

Summary:
relative energy (zero: lowest compared OMol25 entry of this formula, charge and spin)	34.25	kcal/mol
SMILES string	O=C(CF)OC1CC1
gap between HOMO and LUMO	10.9	eV
HOMO level	-9.96	eV

No. 4
Entry from OMol25: a 2-piece molecular cluster, C3H3Cl4N overall (wB97M-V/def2-TZVPD).

Positions of all 11 atoms, in Å:
C  -1.35  -0.09  1.12
C  -0.60  -0.98  1.73
Cl  1.03  -0.66  2.19
Cl  -1.15  -2.56  2.14
H  -2.36  -0.32  0.84
H  -0.97  0.88  0.86
N  0.45  1.44  -1.31
C  1.03  0.52  -1.91
Cl  0.16  -0.81  -2.52
Cl  2.75  0.38  -2.21
H  1.01  2.20  -0.95

Summary:
relative energy (zero: lowest compared OMol25 entry of this formula, charge and spin)	0.00	kcal/mol
SMILES string	C=C(Cl)Cl.N=C(Cl)Cl
gap between HOMO and LUMO	10.2	eV
HOMO level	-9.67	eV

No. 5
Entry from OMol25: one molecule with the formula C9H13O3 (wB97M-V/def2-TZVPD).

Positions of all 25 atoms, in Å:
C  2.51  -0.19  -0.59
C  1.29  -0.73  0.11
C  0.75  -2.01  -0.50
C  0.18  0.40  0.15
C  -0.18  0.92  -1.20
C  -1.47  0.87  -1.61
C  -2.49  0.40  -0.73
C  -2.26  0.17  0.63
C  -0.96  0.08  1.07
O  -0.59  -0.19  2.33
O  0.77  1.48  0.90
O  -0.37  2.23  1.49
H  2.28  0.06  -1.63
H  2.87  0.70  -0.08
H  3.31  -0.93  -0.60
H  1.56  -0.93  1.15
H  0.38  -1.83  -1.52
H  1.52  -2.78  -0.55
H  -0.08  -2.41  0.09
H  0.63  1.42  -1.74
H  -1.74  1.21  -2.62
H  -3.51  0.25  -1.12
H  -3.07  -0.05  1.35
H  -0.01  2.48  2.38
H  -1.30  -0.62  2.83

Summary:
relative energy (zero: lowest compared OMol25 entry of this formula, charge and spin)	45.67	kcal/mol
gap between HOMO and LUMO (spin up / spin down)	7.3 / 8.7	eV
multiplicity	2
HOMO level (spin up / spin down)	-6.67 / -8.77	eV

No. 6
Entry from OMol25: one molecule with the formula C5H11P (wB97M-V/def2-TZVPD).

Positions of all 17 atoms, in Å:
C  -1.23  -0.09  1.70
C  0.07  -0.01  0.92
C  0.07  0.60  -0.60
C  -1.29  1.12  -1.05
P  0.33  -1.24  -0.55
C  2.21  -1.26  -0.66
H  -2.04  0.26  1.01
H  -1.44  0.41  2.61
H  -1.40  -1.19  1.80
H  0.99  0.31  1.53
H  0.95  1.15  -1.03
H  -1.13  1.29  -2.11
H  -1.61  2.06  -0.60
H  -2.06  0.37  -1.08
H  2.57  -2.00  -1.36
H  2.45  -1.47  0.34
H  2.58  -0.30  -0.87

Summary:
relative energy (zero: lowest compared OMol25 entry of this formula, charge and spin)	19.39	kcal/mol
SMILES string	C[C@@H]1[C@H](C)P1C
gap between HOMO and LUMO	9.9	eV
HOMO level	-8.69	eV

No. 7
Entry from OMol25: C18H21F4N4OPt as an isolated structure (wB97M-V/def2-TZVPD).

Positions of all 49 atoms, in Å:
Pt  0.54  -0.29  0.54
C  -1.53  -0.63  -1.70
C  -0.66  -1.87  -1.68
N  0.21  -2.05  -0.43
C  -0.41  -3.12  0.45
C  -1.76  -2.74  1.02
C  1.62  -2.43  -0.80
C  2.23  -1.27  -1.58
N  1.73  0.02  -0.98
C  2.15  1.20  -1.39
C  1.66  2.38  -0.71
F  0.84  2.20  0.33
C  2.05  3.63  -1.07
F  1.60  4.69  -0.45
C  2.95  3.78  -2.15
C  3.47  2.69  -2.83
F  4.31  2.87  -3.81
C  3.11  1.42  -2.47
F  3.59  0.39  -3.11
H  -1.91  -0.50  -2.72
H  -0.99  0.27  -1.43
H  -2.39  -0.72  -1.03
H  0.00  -1.90  -2.54
H  -1.28  -2.76  -1.72
H  0.33  -3.35  1.22
H  -0.50  -3.99  -0.19
H  -1.78  -1.77  1.51
H  -2.02  -3.49  1.77
H  -2.54  -2.77  0.26
H  1.62  -3.35  -1.39
H  2.16  -2.61  0.12
H  1.95  -1.25  -2.63
H  3.32  -1.31  -1.53
H  3.25  4.79  -2.44
N  0.74  -3.41  5.67
C  1.04  -2.10  5.67
O  1.89  -1.57  6.34
C  0.28  -1.21  4.70
C  -0.49  -0.16  5.20
C  -1.07  0.75  4.32
C  -0.83  0.60  2.97
N  -0.04  -0.38  2.49
C  0.47  -1.30  3.34
H  1.20  -4.00  6.35
H  -0.10  -3.76  5.24
H  -0.61  -0.05  6.27
H  -1.69  1.56  4.67
H  -1.26  1.29  2.25
H  1.11  -2.07  2.92

Summary:
charge	+3
relative energy (zero: lowest compared OMol25 entry of this formula, charge and spin)	16.29	kcal/mol
gap between HOMO and LUMO	3.5	eV
HOMO level	-17.47	eV

No. 8
Entry from OMol25: a 2-piece molecular cluster, C33H43N4O overall (wB97M-V/def2-TZVPD).

Positions of all 81 atoms, in Å:
C  -2.91  -0.85  1.11
C  -2.07  0.39  1.42
C  -0.99  0.67  0.38
C  0.31  -0.09  0.63
N  1.37  0.58  0.95
C  2.61  -0.19  0.97
C  2.41  -1.57  1.56
C  1.35  -2.31  0.79
N  0.24  -1.44  0.52
C  -0.98  -2.12  0.07
C  -2.09  -2.14  1.12
H  -3.72  -0.95  1.85
H  -3.39  -0.74  0.13
H  -2.74  1.26  1.48
H  -1.62  0.28  2.42
H  -1.36  0.41  -0.63
H  -0.74  1.74  0.38
H  3.01  -0.31  -0.06
H  3.32  0.40  1.56
H  3.34  -2.14  1.53
H  2.10  -1.47  2.60
H  1.76  -2.68  -0.17
H  1.00  -3.18  1.35
H  -1.34  -1.66  -0.86
H  -0.69  -3.16  -0.16
H  -1.66  -2.31  2.12
H  -2.73  -3.00  0.90
C  7.05  7.59  0.26
N  6.29  6.38  0.23
C  6.72  5.29  -0.48
O  7.73  5.24  -1.19
C  5.75  4.16  -0.22
C  6.44  2.97  0.42
C  7.09  3.36  1.73
C  8.38  3.91  1.71
C  8.99  4.29  2.90
C  8.32  4.14  4.12
C  7.04  3.58  4.14
C  6.43  3.17  2.95
N  4.76  4.77  0.65
C  3.70  4.10  1.10
C  2.77  4.62  1.99
C  1.68  3.87  2.45
C  0.70  4.36  3.38
C  -0.30  3.49  3.92
C  -1.24  3.96  4.83
C  -1.23  5.30  5.24
C  -0.26  6.17  4.73
C  0.69  5.72  3.81
C  5.08  6.18  1.01
C  5.36  6.42  2.52
C  4.91  7.85  2.80
C  4.08  8.35  1.58
C  4.00  7.21  0.57
H  7.91  7.46  -0.41
H  6.44  8.43  -0.09
H  7.41  7.82  1.27
H  5.26  3.89  -1.18
H  5.70  2.17  0.58
H  7.20  2.63  -0.29
H  8.90  4.02  0.75
H  10.00  4.72  2.87
H  8.81  4.42  5.05
H  6.51  3.45  5.08
H  5.44  2.70  2.96
H  3.57  3.09  0.71
H  2.93  5.64  2.35
H  1.59  2.85  2.06
H  -0.31  2.45  3.60
H  -2.00  3.29  5.23
H  -1.96  5.67  5.96
H  -0.23  7.22  5.05
H  1.42  6.42  3.41
H  4.82  5.69  3.13
H  6.43  6.26  2.72
H  4.30  7.89  3.71
H  5.77  8.51  2.97
H  3.08  8.66  1.90
H  4.56  9.23  1.14
H  4.22  7.53  -0.46
H  3.01  6.73  0.57

Summary:
charge	+1
gap between HOMO and LUMO	6.1	eV
HOMO level	-10.48	eV

No. 9
Entry from OMol25: a 2-piece molecular cluster, C4H12NS overall (wB97M-V/def2-TZVPD).

Positions of all 18 atoms, in Å:
C  -0.40  -2.17  -0.07
C  -1.69  -1.96  -0.16
N  0.33  -1.90  1.19
H  0.25  -2.50  -0.87
H  -2.20  -2.15  -1.09
H  -2.29  -1.61  0.67
H  1.09  -1.24  1.02
H  -0.29  -1.48  1.88
H  0.72  -2.76  1.59
C  1.03  1.08  0.42
S  1.26  2.81  -0.05
C  -0.01  2.89  -1.33
H  1.29  0.42  -0.42
H  0.00  0.92  0.72
H  1.69  0.88  1.27
H  -0.02  3.91  -1.70
H  0.22  2.22  -2.16
H  -0.99  2.64  -0.92

Summary:
charge	+1
relative energy (zero: lowest compared OMol25 entry of this formula, charge and spin)	35.51	kcal/mol
gap between HOMO and LUMO	8.0	eV
HOMO level	-11.66	eV

No. 10
Entry from OMol25: a 2-piece molecular cluster, C3H3N3O overall (wB97M-V/def2-TZVPD).

Positions of all 10 atoms, in Å:
N  -0.34  -1.01  1.77
C  -0.89  -0.70  0.74
C  -1.36  -0.18  -0.39
C  -0.31  0.27  -1.32
O  0.87  0.06  -1.13
H  0.07  -1.93  1.89
H  -2.42  -0.10  -0.62
H  -0.65  0.81  -2.22
N  2.61  0.91  0.91
N  2.42  1.86  0.38

Summary:
relative energy (zero: lowest compared OMol25 entry of this formula, charge and spin)	20.28	kcal/mol
SMILES string	N=C=CC=O.N#N
gap between HOMO and LUMO	10.2	eV
HOMO level	-9.61	eV

No. 11
Entry from OMol25: C25H36BCrN8O2 as an isolated structure (wB97M-V/def2-TZVPD).

Positions of all 73 atoms, in Å:
Cr  -0.16  -0.91  -0.38
C  -1.43  1.67  3.60
C  -0.16  1.14  2.93
C  1.10  1.76  3.54
C  -0.10  -0.36  2.98
C  -0.01  -1.18  4.11
C  0.00  -2.46  3.62
N  -0.07  -2.41  2.28
N  -0.14  -1.11  1.88
B  -0.01  -3.55  1.25
N  -1.27  -3.51  0.35
C  -2.27  -4.39  0.22
C  -3.16  -3.91  -0.72
C  -2.64  -2.68  -1.13
N  -1.48  -2.46  -0.48
C  -3.17  -1.71  -2.15
C  -2.10  -1.33  -3.18
C  -4.41  -2.27  -2.84
N  1.23  -3.36  0.33
C  2.25  -4.21  0.16
C  3.09  -3.70  -0.81
C  2.51  -2.49  -1.20
N  1.38  -2.29  -0.51
C  3.06  -1.57  -2.25
C  4.47  -1.10  -1.87
C  2.17  -0.37  -2.54
H  -1.48  2.76  3.52
H  -1.43  1.41  4.66
H  -2.32  1.25  3.14
H  -0.18  1.42  1.87
H  1.16  1.53  4.61
H  1.08  2.85  3.44
H  2.01  1.38  3.06
H  0.04  -0.87  5.15
H  0.07  -3.41  4.13
H  0.07  -4.61  1.81
H  -2.27  -5.30  0.80
H  -4.06  -4.39  -1.07
H  -3.48  -0.81  -1.62
H  -1.80  -2.21  -3.75
H  -1.20  -0.92  -2.71
H  -2.49  -0.58  -3.87
H  -4.17  -3.18  -3.39
H  -4.81  -1.54  -3.54
H  -5.20  -2.51  -2.12
H  2.30  -5.12  0.73
H  3.99  -4.15  -1.19
H  3.14  -2.16  -3.17
H  4.44  -0.54  -0.93
H  4.88  -0.45  -2.65
H  5.15  -1.94  -1.74
H  2.13  0.28  -1.67
H  1.15  -0.67  -2.82
H  2.58  0.22  -3.37
O  2.03  7.36  -1.16
C  1.22  7.13  -0.03
N  0.40  5.94  -0.17
C  0.94  4.71  0.03
O  2.08  4.53  0.40
C  0.03  3.53  -0.17
C  -1.35  3.55  0.00
C  -2.07  2.38  -0.14
C  -1.38  1.24  -0.45
N  -0.05  1.20  -0.61
C  0.64  2.32  -0.47
H  2.80  6.78  -1.11
H  0.56  7.98  0.07
H  1.81  7.01  0.87
H  -0.44  6.02  -0.73
H  -1.86  4.47  0.28
H  -3.15  2.35  0.00
H  -1.90  0.28  -0.55
H  1.72  2.27  -0.57

Summary:
charge	+1
gap between HOMO and LUMO (spin up / spin down)	7.9 / 8.1	eV
multiplicity	5
HOMO level (spin up / spin down)	-11.25 / -11.51	eV

No. 12
Entry from OMol25: C45H34GeN2O5PS2Sn as an isolated structure (wB97M-V/def2-TZVPD).

Positions of all 91 atoms, in Å:
Sn  0.28  -0.98  0.28
O  4.80  -0.23  4.90
C  4.05  -0.09  3.99
C  4.04  -0.89  2.68
O  4.87  -1.67  2.30
C  2.79  -0.49  1.98
C  2.16  0.52  2.67
O  1.00  1.02  2.26
C  2.84  0.84  3.92
O  2.48  1.64  4.75
O  2.37  -1.03  0.88
S  -1.03  -4.38  -6.23
C  0.41  -5.11  -6.78
C  1.50  -4.67  -6.10
C  1.16  -3.71  -5.11
C  -0.18  -3.45  -5.05
C  -0.87  -2.53  -4.16
C  -0.31  -2.20  -2.91
N  -0.84  -1.36  -2.05
C  -2.01  -0.75  -2.36
C  -2.67  -1.03  -3.57
C  -3.92  -0.39  -3.87
C  -4.47  0.48  -3.01
C  -3.83  0.78  -1.76
C  -4.39  1.67  -0.83
C  -3.77  1.92  0.38
C  -2.55  1.25  0.60
N  -1.99  0.42  -0.26
C  -2.61  0.17  -1.43
C  -4.33  2.83  1.37
C  -3.74  3.36  2.49
C  -4.59  4.24  3.21
C  -5.81  4.36  2.64
S  -5.95  3.43  1.22
C  -2.08  -1.94  -4.46
H  0.37  -5.84  -7.58
H  2.50  -5.00  -6.30
H  1.89  -3.21  -4.49
H  0.61  -2.68  -2.61
H  -4.40  -0.62  -4.81
H  -5.41  0.97  -3.23
H  -5.32  2.16  -1.08
H  -2.00  1.40  1.52
H  -2.73  3.14  2.79
H  -4.29  4.74  4.12
H  -6.65  4.96  2.97
H  -2.58  -2.15  -5.40
C  1.51  -4.99  -1.42
P  1.81  -3.52  -0.36
C  2.34  -4.30  1.20
C  3.34  -2.87  -1.11
C  4.61  -3.29  -0.73
C  5.73  -2.73  -1.32
C  5.60  -1.76  -2.31
C  4.34  -1.34  -2.70
C  3.22  -1.89  -2.09
H  2.35  -5.68  -1.32
H  1.41  -4.71  -2.47
H  0.59  -5.50  -1.11
H  2.99  -5.15  0.99
H  1.46  -4.66  1.74
H  2.88  -3.58  1.81
H  4.74  -4.03  0.05
H  6.72  -3.05  -1.01
H  6.49  -1.33  -2.76
H  4.23  -0.58  -3.46
H  2.23  -1.53  -2.37
Ge  0.55  2.83  2.70
C  -0.48  2.66  4.33
C  -1.44  1.68  4.54
C  -2.04  1.55  5.78
C  -1.67  2.39  6.82
C  -0.70  3.36  6.62
C  -0.11  3.50  5.37
C  -0.01  3.38  0.91
C  1.01  4.00  0.18
C  0.80  4.41  -1.13
C  -0.44  4.21  -1.73
C  -1.47  3.62  -1.01
C  -1.25  3.21  0.30
H  1.85  3.62  2.88
H  -1.72  0.99  3.75
H  -2.79  0.78  5.94
H  -2.12  2.28  7.80
H  -0.39  4.00  7.44
H  0.67  4.24  5.22
H  1.97  4.18  0.64
H  1.60  4.89  -1.68
H  -0.60  4.53  -2.75
H  -2.44  3.50  -1.46
H  -2.09  2.78  0.85

Summary:
charge	+1
gap between HOMO and LUMO	6.7	eV
HOMO level	-10.69	eV